Entry 1:
The following is a quantum chemistry calculation of the molecule C2H6O, from the Open Molecules 2025 dataset.

The geometry in XYZ format:
```
9
Properties=species:S:1:pos:R:3:forces:R:3
C 0.56802 -0.55397 0.45738 -1.216 -0.687 2.436
C -0.50198 0.05610 -0.39082 -0.818 -0.515 -0.558
O -0.06047 1.33876 -0.88096 -1.105 -0.672 0.685
H 0.22756 -1.60974 0.68117 0.821 0.879 -0.325
H 0.67165 -0.06178 1.51890 0.021 -0.603 -2.164
H 1.43873 -0.48538 -0.14984 1.167 -0.325 0.148
H -0.66542 -0.56234 -1.29507 0.203 0.273 0.406
H -1.48115 -0.01133 0.17025 0.704 0.911 -0.642
H -0.19693 1.88967 -0.11101 0.224 0.739 0.015
```
Forces are in eV/Å.

As for the total energy: -155.011548 Eh. The multiplicity is 1. The gap between HOMO and LUMO comes out at 11.48 eV. The charge is 0. As for the structure (SMILES): CCO. The calculation puts the LUMO energy at 1.028 eV. The energy relative to the best compared isomer or geometry (same formula, charge and spin) is 0.3883 eV.

Atom charges from the natural (NBO) analysis, given in e for atoms 1 to 4: atom 1 (C): -0.630, atom 2 (C): -0.079, atom 3 (O): -0.710, atom 4 (H): 0.209

***

Entry 2:
The following is a quantum chemistry calculation of a cluster of 2 separate species, C2H6O in total, from the Open Molecules 2025 dataset.

The geometry in XYZ format:
```
9
Properties=species:S:1:pos:R:3:forces:R:3
C 0.55628 -0.19389 -0.57498 0.201 -1.075 0.608
C -0.16220 -0.28724 -1.67483 0.000 0.849 -0.874
H 0.70114 -1.12319 -0.01228 0.268 0.554 0.031
H 1.00416 0.72129 -0.17117 -0.342 -0.316 -0.368
H -0.51520 -1.23768 -2.09109 0.033 0.427 0.387
H -0.35816 0.62492 -2.24997 -0.072 -0.452 -0.014
O -0.31477 0.11990 2.16486 -0.321 1.187 0.472
H -1.04380 0.43328 2.74671 0.797 -0.302 -0.612
H 0.13255 0.94263 1.86275 -0.563 -0.872 0.370
```
Forces are in eV/Å.

As for the total energy: -154.995199 Eh. The multiplicity is 1. The gap between HOMO and LUMO comes out at 10.90 eV. The charge is 0. As for the structure (SMILES): C=C.O. The calculation puts the LUMO energy at 0.911 eV. The energy relative to the best compared isomer or geometry (same formula, charge and spin) is 0.8331 eV.

Atom charges from the natural (NBO) analysis, given in e for atoms 1 to 4: atom 1 (C): -0.374, atom 2 (C): -0.399, atom 3 (H): 0.201, atom 4 (H): 0.182

***

Entry 3:
The following is a quantum chemistry calculation of the molecule C2H6O2, from the Open Molecules 2025 dataset.

The geometry in XYZ format:
```
10
Properties=species:S:1:pos:R:3:forces:R:3
O -1.28116 -0.84849 -0.04699 0.066 1.227 1.455
C -0.62405 0.41160 -0.38405 -0.813 0.494 1.296
C 0.81772 0.35913 0.20181 -0.926 -0.614 -0.899
O 1.38832 -0.82720 -0.32787 -0.827 -1.612 1.631
H -1.45498 -0.76970 0.91687 -0.087 -0.390 -0.836
H -0.71556 0.40076 -1.44704 0.798 0.176 -0.830
H -1.22647 1.33241 -0.06404 0.723 -1.275 0.041
H 0.80757 0.41379 1.32991 0.043 -0.096 -1.026
H 1.47934 1.07612 -0.23318 0.029 1.229 0.153
H 0.80927 -1.54843 0.05459 0.994 0.861 -0.986
```
Forces are in eV/Å.

As for the total energy: -230.246111 Eh. The multiplicity is 1. The gap between HOMO and LUMO comes out at 11.03 eV. The charge is 0. As for the structure (SMILES): OCCO. The calculation puts the LUMO energy at 0.823 eV. The energy relative to the best compared isomer or geometry (same formula, charge and spin) is 0.9390 eV.

Atom charges from the natural (NBO) analysis, given in e for atoms 1 to 4: atom 1 (O): -0.725, atom 2 (C): -0.099, atom 3 (C): -0.100, atom 4 (O): -0.712

***

Entry 4:
The following is a quantum chemistry calculation of a cluster of 2 separate species, C2H6O2 in total, from the Open Molecules 2025 dataset.

The geometry in XYZ format:
```
10
Properties=species:S:1:pos:R:3:forces:R:3
C 1.10651 -0.52486 -1.10991 -0.642 0.258 0.256
C 0.15086 -0.96342 0.02538 1.543 -3.549 0.403
O 0.03823 -2.16822 0.38049 -0.121 4.516 -1.082
H 1.11086 0.57789 -1.13323 0.064 -0.418 -0.136
H 0.75411 -0.89602 -2.08698 0.113 0.055 0.416
H 2.13953 -0.87747 -0.95139 -0.545 -0.063 0.098
H -0.27257 -0.08045 0.56274 -0.223 -1.025 -0.151
O -1.83347 1.63593 1.06883 0.491 0.094 1.102
H -2.04766 2.25746 1.80100 0.233 -0.668 -0.759
H -1.14639 1.03916 1.44307 -0.913 0.799 -0.147
```
Forces are in eV/Å.

As for the total energy: -230.245649 Eh. The multiplicity is 1. The gap between HOMO and LUMO comes out at 10.77 eV. The charge is 0. As for the structure (SMILES): CC=O.O. The calculation puts the LUMO energy at 0.610 eV. The energy relative to the best compared isomer or geometry (same formula, charge and spin) is 0.9516 eV.

Atom charges from the natural (NBO) analysis, given in e for atoms 1 to 4: atom 1 (C): -0.728, atom 2 (C): 0.446, atom 3 (O): -0.515, atom 4 (H): 0.217